This record from OMol25 describes a cluster of 6 separate species, C33H32N6O11 in total in a non-equilibrium geometry. The level of theory is the ωB97M-V functional and the def2-TZVPD basis.

Properties
Largest force on an atom in eV/Å: 14.34
HOMO-LUMO gap in Eh: 0.2540
Energy relative to the best compared isomer or geometry (same formula, charge and spin) in kcal per mole: 464.5
E in eV: -66169.4601

Geometry as XYZ:
```
82
C33H32N6O11 the ωB97M-V functional and the def2-TZVPD basis
O 4.013 -4.732 -1.969
N 4.403 -3.776 -2.512
O 5.491 -3.592 -2.925
C 3.331 -2.712 -2.594
C 2.065 -2.773 -1.826
C 1.030 -1.682 -1.941
C 1.248 -0.628 -3.072
C 2.356 -0.646 -4.000
C 3.478 -1.685 -3.851
H 1.971 -3.603 -1.185
H -0.021 -1.426 -1.422
H 0.453 0.096 -3.343
H 2.192 0.207 -4.603
H 4.432 -1.817 -4.690
O 1.927 -0.680 0.964
N 2.725 -0.087 0.201
O 2.239 0.946 -0.471
C 4.010 -0.621 0.119
C 5.074 0.132 -0.737
C 6.529 -0.099 -0.716
C 6.933 -1.360 0.111
C 6.054 -2.115 0.876
C 4.607 -1.831 0.946
H 4.764 0.933 -1.404
H 7.133 0.543 -1.037
H 8.028 -1.583 0.128
H 6.428 -2.896 1.569
H 3.933 -2.427 1.736
O -3.556 0.608 -1.557
N -2.390 0.645 -1.059
O -1.504 0.981 -1.752
C -2.146 0.798 0.307
C -0.802 0.470 0.889
C -0.558 0.488 2.317
C -1.849 0.726 3.170
C -3.121 1.107 2.776
C -3.435 1.084 1.211
H 0.037 0.354 0.133
H 0.464 0.620 2.603
H -1.456 0.670 4.124
H -3.845 1.232 3.590
H -4.279 1.464 0.670
O -2.586 -3.529 -8.754
N -3.602 -3.468 -8.007
O -4.659 -4.112 -8.003
C -3.585 -2.376 -6.995
C -2.274 -1.635 -6.730
C -2.196 -0.406 -5.709
C -3.407 -0.257 -4.829
C -4.543 -1.155 -4.909
C -4.639 -2.281 -5.897
H -1.498 -1.983 -7.468
H -1.405 0.086 -5.724
H -3.575 0.398 -3.886
H -5.164 -0.952 -4.023
H -5.492 -2.952 -5.994
O 2.656 5.849 5.858
N 3.389 4.811 5.708
O 3.594 4.038 6.596
C 3.437 4.293 4.376
C 3.196 2.821 4.152
C 3.039 2.356 2.675
C 3.105 3.332 1.579
C 3.335 4.704 1.809
C 3.549 5.287 3.191
H 3.281 2.067 4.937
H 2.805 1.298 2.557
H 2.950 2.981 0.497
H 3.387 5.467 0.914
H 3.776 6.412 3.407
C -5.186 -0.446 5.673
N -6.396 -0.160 5.044
C -6.676 -0.610 3.692
C -7.198 0.773 5.556
O -8.258 1.230 5.020
H -4.639 -1.275 5.177
H -5.242 -1.046 6.437
H -4.597 0.455 5.965
H -7.020 -1.543 3.745
H -5.715 -0.574 3.047
H -7.427 -0.260 3.091
H -6.904 1.030 6.450
```